Model A:
Computed, not measured: C4H8F2S as an isolated structure, with ωB97M-V/def2-TZVPD.

The geometry in XYZ format:
```
15
C4H8F2S | OMol25 | ωB97M-V/def2-TZVPD
C -1.1637 -1.1880 -1.2191
C -0.5298 -0.0041 -0.5431
C 0.9469 0.1422 -0.7883
C 0.3920 0.8169 1.7247
H -2.2326 -1.2485 -1.0093
H -0.6752 -2.1125 -0.8854
H -1.0084 -1.1238 -2.3043
H 1.1386 0.2301 -1.8653
H 1.3570 1.0147 -0.2779
H 1.4711 -0.7586 -0.4467
H -0.1933 0.1168 1.1213
H 0.6169 1.7468 1.1919
F 1.5584 0.2202 2.0726
F -0.3052 1.1141 2.8490
S -1.3726 1.0337 0.3798
```

Summary:
HOMO level = -0.3061 hartree

Atomic partial charges in e from the Mulliken method, atoms 1 to 4: C -1.17; C 0.70; C -1.20; C 0.28



Model B:
Computed, not measured: one molecule with the formula C4H8F2S, with ωB97M-V/def2-TZVPD.

The geometry in XYZ format:
```
15
C4H8F2S | OMol25 | ωB97M-V/def2-TZVPD
F -0.7714 -1.5342 0.7411
C -1.3469 -0.8228 -0.3306
F -2.6599 -1.0343 -0.2538
C -1.0273 0.5992 -0.0445
C 0.4314 1.0468 -0.2262
C 1.5066 0.2364 0.5248
S 2.1639 -1.2694 -0.3386
H -0.8956 -1.1253 -1.2992
H -1.4106 0.7661 0.9415
H -1.6336 1.2112 -0.7543
H 0.4320 2.0988 0.1643
H 0.6731 1.0469 -1.3088
H 2.3472 0.8631 0.8006
H 1.0763 -0.0905 1.4888
H 1.1147 -1.9920 -0.1051
```

Summary:
HOMO level = -0.3366 hartree

Atomic partial charges in e from the Mulliken method, atoms 1 to 4: F -0.30; C 0.24; F -0.27; C -0.67



Which structure is most stable? model B, by 4.073 eV over the runner-up.



Model A:
Computed, not measured: a 2-piece molecular cluster, C2H3N2O2S overall, with ωB97M-V/def2-TZVPD.

The geometry in XYZ format:
```
10
C2H3N2O2S | OMol25 | ωB97M-V/def2-TZVPD
C 2.2537 -0.0134 0.2250
C -1.4833 1.0403 -0.1360
N 1.3889 -0.6421 -0.3087
N 0.3541 -1.2174 -0.7467
O -0.4369 -1.7056 0.3168
O -2.2710 0.6330 0.6909
S 3.6892 0.6588 0.6912
H -0.3481 1.1462 0.0335
H -1.2983 -1.1863 0.3720
H -1.8482 1.2865 -1.1381
```

Summary:
HOMO level = -0.0925 hartree
Total charge = -1

Atomic partial charges in e from the Mulliken method, atoms 1 to 4: C 0.17; C 0.00; N 0.47; N -1.00



Model B:
Computed, not measured: a 2-piece molecular cluster, C2H3N2O2S overall, with ωB97M-V/def2-TZVPD.

The geometry in XYZ format:
```
10
C2H3N2O2S | OMol25 | ωB97M-V/def2-TZVPD
C -1.5068 -1.0188 -1.4299
C 0.1830 0.2846 -0.3695
N -2.4239 -1.5765 -1.8692
N -0.3511 1.0688 0.5562
O 2.6324 -0.2671 0.1784
O 0.8873 -0.6839 1.9014
S 1.3509 -0.9594 0.5002
H 0.4501 0.6792 -1.3384
H -0.9667 1.8475 0.3851
H -0.2551 0.6255 1.4856
```

Summary:
HOMO level = -0.1776 hartree
Total charge = -1

Atomic partial charges in e from the Mulliken method, atoms 1 to 4: C -0.16; C -0.09; N -0.50; N -0.30



Model C:
Computed, not measured: an isolated ion of composition C2H3N2O2S and charge -1, with ωB97M-V/def2-TZVPD.

The geometry in XYZ format:
```
10
C2H3N2O2S | OMol25 | ωB97M-V/def2-TZVPD
O -3.2573 -0.4613 -0.0091
N -2.2157 0.1938 0.0770
N -1.0230 -0.7640 -0.0394
C 0.3140 -0.5304 -0.0127
C 1.0062 0.6452 0.0085
O 2.3862 0.4703 0.0854
S 0.4603 2.2390 -0.0507
H -1.3475 -1.7209 -0.1349
H 0.9143 -1.4308 0.0323
H 2.7625 1.3591 0.0436
```

Summary:
HOMO level (spin up / spin down) = -0.0882 / -0.0870 hartree
Total charge = -1

Atomic partial charges in e from the Mulliken method, atoms 1 to 4: O -0.53; N 0.10; N -0.06; C -0.36



Which structure is most stable? model B, by 1.120 eV over the runner-up.



Model A:
Computed, not measured: C5H11N2O as an isolated structure, with ωB97M-V/def2-TZVPD.

The geometry in XYZ format:
```
19
C5H11N2O | OMol25 | ωB97M-V/def2-TZVPD
C 2.9819 0.2747 -0.5981
O 3.6079 -0.0863 0.5375
C 1.4317 0.4556 -0.5241
C 0.8362 -0.6951 0.2717
C -0.5978 -0.3311 0.7304
N -3.7670 0.1716 0.6332
C -2.6243 0.3634 -0.2463
N -1.4341 -0.1528 -0.4806
H 3.0758 -0.5417 -1.3954
H 3.4121 1.1707 -1.1166
H 1.1431 1.3924 -0.0487
H 1.0257 0.4894 -1.5356
H 0.8050 -1.6348 -0.2983
H 1.4874 -0.8656 1.1442
H -0.9565 -1.1391 1.3834
H -0.5113 0.5759 1.3484
H -3.6673 -0.6416 1.2531
H -2.6143 1.4276 -0.5223
H -3.6343 -0.2332 -0.5360
```

Summary:
HOMO level = -0.0756 hartree
Total charge = -1

Atomic partial charges in e from the Mulliken method, atoms 1 to 4: C -0.56; O -0.87; C -0.53; C -0.67



Model B:
Computed, not measured: C5H11N2O as an isolated structure, with ωB97M-V/def2-TZVPD.

The geometry in XYZ format:
```
19
C5H11N2O | OMol25 | ωB97M-V/def2-TZVPD
C 2.3395 0.0325 0.7368
O 3.4835 -0.2289 0.1018
C 1.1557 0.2567 -0.2056
C -0.1467 0.7434 0.5318
C -1.4156 1.0113 -0.1706
C -2.6168 0.2538 0.2336
N -3.5435 -0.8584 -0.2465
N 0.7385 -0.9713 -0.8464
H 2.3791 0.9145 1.4311
H 1.9446 -0.7805 1.4264
H 1.2797 1.1603 -0.8480
H 0.1140 1.4022 1.3674
H -0.2739 -0.2072 1.0952
H -1.6504 1.3851 -1.1540
H -2.9549 0.3850 1.2499
H -3.1944 0.2281 -0.7882
H -3.0963 -1.3073 -1.0502
H -0.1640 -0.7589 -1.2368
H 1.5209 -1.3417 -1.3640
```

Summary:
HOMO level = -0.0913 hartree
Total charge = -1

Atomic partial charges in e from the Mulliken method, atoms 1 to 4: C -0.56; O -0.86; C 0.51; C -0.95



Which structure is most stable? model A, by 1.700 eV over the runner-up.



Model A:
Computed, not measured: one molecule with the formula C13H19NO2, with ωB97M-V/def2-TZVPD.

The geometry in XYZ format:
```
35
C13H19NO2 | OMol25 | ωB97M-V/def2-TZVPD
O -0.8814 -2.5234 -0.3496
C -0.0560 -1.4561 0.0377
C 0.5123 -0.7628 -1.2191
O 1.2882 0.3753 -0.9269
C 2.5566 0.2308 -0.4445
C 3.1985 1.4209 -0.0969
C 4.4896 1.4048 0.3872
C 5.1658 0.2036 0.5336
C 4.5341 -0.9758 0.1872
C 3.2366 -0.9729 -0.2985
C -0.8427 -0.4572 0.9063
N -2.0706 -0.0904 0.2218
C -2.1654 1.2929 -0.2097
C -3.6039 1.4061 -0.7162
C -4.3774 0.3608 0.1106
C -3.3017 -0.3304 0.9563
H -1.7140 -2.1226 -0.6407
H 0.7597 -1.8873 0.6272
H 1.0695 -1.4902 -1.8207
H -0.3248 -0.3929 -1.8175
H 2.6590 2.3470 -0.2207
H 4.9718 2.3342 0.6521
H 6.1758 0.1893 0.9139
H 5.0513 -1.9180 0.2953
H 2.7734 -1.9111 -0.5599
H -0.2153 0.4181 1.1064
H -1.0734 -0.9399 1.8611
H -1.4226 1.5072 -0.9781
H -1.9998 1.9873 0.6324
H -3.9969 2.4121 -0.5825
H -3.6495 1.1612 -1.7765
H -5.1361 0.8200 0.7418
H -4.8718 -0.3562 -0.5432
H -3.4747 -1.4027 1.0660
H -3.2642 0.1181 1.9642
```

Summary:
HOMO level = -0.3115 hartree

Atomic partial charges in e from the Mulliken method, atoms 1 to 4: O -0.66; C 0.30; C -1.00; O -0.42



Model B:
Computed, not measured: one molecule with the formula C13H19NO2, with ωB97M-V/def2-TZVPD.

The geometry in XYZ format:
```
35
C13H19NO2 | OMol25 | ωB97M-V/def2-TZVPD
C 2.8675 -2.6038 0.2934
C 1.9880 -1.6426 -0.4044
C 2.6613 -0.7846 -1.3441
C 1.6493 -0.6103 0.9381
N 0.6866 0.4262 0.7768
C -0.5233 0.1492 0.1876
C -1.6603 -0.0850 1.6704
C -1.2467 -1.1015 2.4483
O -0.6546 -1.1809 3.4851
O -1.6362 -2.2677 1.8398
C -1.2981 1.2549 -0.4524
C -0.6938 2.3693 -0.8347
C -1.1705 3.4304 -1.4897
C -2.3696 3.1672 -2.2689
C -2.9787 1.8839 -1.9290
C -2.6079 0.9407 -1.1554
H 2.9759 -3.2796 -0.6331
H 2.2542 -3.1767 1.0582
H 3.7951 -2.2686 0.5419
H 1.0620 -2.0355 -0.5540
H 2.1007 0.0962 -1.5674
H 2.6411 -1.5414 -2.2525
H 3.4798 -0.4870 -1.0626
H 2.5491 -0.1843 1.3630
H 1.3104 -1.2365 1.7369
H 0.8315 1.0732 1.3338
H -0.6887 -0.8878 -0.1913
H -2.4542 0.1947 1.4318
H -1.3292 0.9278 2.3706
H -1.2092 -3.0205 2.3790
H 0.3592 2.7748 -0.1408
H -0.8794 4.3708 -1.6354
H -2.9224 3.8222 -2.6049
H -4.0190 1.5016 -2.4656
H -2.8701 0.0111 -0.8685
```

Summary:
HOMO level = -0.2955 hartree

Atomic partial charges in e from the Mulliken method, atoms 1 to 4: C -1.47; C 0.48; C -1.55; C -1.30



Which structure is most stable? model A, by 9.449 eV over the runner-up.



Model A:
Computed, not measured: one molecule with the formula C2H6N2S, with ωB97M-V/def2-TZVPD.

The geometry in XYZ format:
```
11
C2H6N2S | OMol25 | ωB97M-V/def2-TZVPD
C -0.0602 -0.9776 -1.3850
N -0.8036 -0.8078 -0.1669
C -0.4058 -0.2189 0.9058
N 0.6251 0.5920 1.1500
S 0.8178 1.8846 0.2327
H -0.3254 -0.2180 -2.0942
H 0.9051 -0.7971 -0.8641
H -0.1952 -2.0444 -1.6163
H -0.8053 -0.6937 1.9929
H 0.6712 0.7659 2.0919
H -0.4237 2.5151 -0.2468
```

Summary:
HOMO level = -0.3246 hartree

Atomic partial charges in e from the Mulliken method, atoms 1 to 4: C -0.59; N -0.47; C 0.12; N -0.22



Model B:
Computed, not measured: C2H6N2S as an isolated structure, with ωB97M-V/def2-TZVPD.

The geometry in XYZ format:
```
11
C2H6N2S | OMol25 | ωB97M-V/def2-TZVPD
C -0.6811 -0.8790 -0.3304
C -0.2518 1.8423 -0.1461
N 2.1106 -0.0839 -0.0498
N 2.1549 0.1655 1.0894
S 0.2304 0.5412 -1.0316
H -0.6341 -1.1156 0.7170
H -0.3680 -1.7321 -0.9390
H -1.7893 -0.8325 -0.4606
H 0.2957 2.7287 -0.4246
H -0.5106 1.4393 0.7515
H 2.9065 -0.4807 -0.6053
```

Summary:
HOMO level (spin up / spin down) = -0.2507 / -0.2460 hartree

Atomic partial charges in e from the Mulliken method, atoms 1 to 4: C -0.90; C -0.69; N 0.14; N -0.46



Which structure is most stable? model A, by 1.718 eV over the runner-up.